Here is a single C14H25N3O3 molecule from the Open Molecules 2025 dataset. Energies are from ωB97M-V with the def2-TZVPD basis set.

Output
DFT total energy = -938.4921 hartree
SMILES string = CCCCCC[C@@H]1C[C@@](C)(/C(C)=N/NC(N)=O)OC1=O
2S+1 = 1
Highest occupied orbital energy = -0.341 hartree
Gap between HOMO and LUMO = 9.82 eV
Relative energy (zero: lowest compared OMol25 entry of this formula, charge and spin) = 15.9 kcal per mole

Last column: natural (NBO) charge in e.
Geometry (Å):
1 C -6.12712 -2.35831 0.74894  -0.600
2 C -5.56375 -1.16198 -0.00800  -0.387
3 C -4.06856 -0.98345 0.24365  -0.387
4 C -3.49799 0.21382 -0.51246  -0.383
5 C -2.00499 0.39624 -0.24927  -0.404
6 C -1.44498 1.58911 -1.02137  -0.380
7 C 0.03146 1.88277 -0.72428  -0.332
8 C 1.01528 0.76619 -1.06762  -0.434
9 C 1.74018 0.43052 0.26400  0.235
10 C 1.51162 -1.01446 0.69845  -0.618
11 C 3.21716 0.76003 0.16053  0.229
12 C 3.60752 2.20608 0.03076  -0.704
13 N 4.02598 -0.22006 0.17151  -0.256
14 N 5.35108 -0.05219 0.05533  -0.471
15 C 6.22176 -1.13260 0.07675  0.773
16 N 5.60026 -2.32701 0.18416  -0.841
17 O 7.41541 -0.96358 -0.01852  -0.637
18 O 1.16527 1.28851 1.25625  -0.494
19 C 0.23284 2.11059 0.77096  0.798
20 O -0.33961 2.91263 1.45027  -0.570
21 H -7.19216 -2.46594 0.55761  0.208
22 H -5.62870 -3.27489 0.44035  0.199
23 H -5.98162 -2.23440 1.81983  0.201
24 H -5.73588 -1.29572 -1.07861  0.192
25 H -6.09066 -0.25647 0.30068  0.194
26 H -3.54193 -1.89112 -0.06256  0.191
27 H -3.89764 -0.84745 1.31405  0.195
28 H -4.02943 1.11815 -0.20898  0.199
29 H -3.66263 0.07698 -1.58432  0.193
30 H -1.84718 0.55358 0.82012  0.206
31 H -1.48508 -0.52055 -0.53742  0.190
32 H -2.01667 2.47852 -0.74926  0.223
33 H -1.56513 1.42419 -2.09469  0.205
34 H 0.29405 2.81502 -1.23468  0.239
35 H 0.50237 -0.11648 -1.44362  0.224
36 H 1.73472 1.08114 -1.82225  0.225
37 H 2.01389 -1.19448 1.64394  0.228
38 H 0.44701 -1.19128 0.82773  0.217
39 H 1.90896 -1.68953 -0.05233  0.222
40 H 4.14855 2.37455 -0.90207  0.228
41 H 4.25933 2.48988 0.85787  0.240
42 H 2.73496 2.85105 0.05325  0.234
43 H 5.77795 0.86579 -0.02877  0.388
44 H 4.60949 -2.33851 0.35393  0.413
45 H 6.15461 -3.15485 0.30016  0.409